(1)
ORCA calculation (ωB97M-V with the def2-TZVPD basis set) on a 2-piece molecular cluster, C2H11N2O overall.

Orbital gap: 12.24 eV
Total energy: -7273.982 eV
Net charge: +1

The geometry in XYZ format:
```
16
C2H11N2O, DFT ωB97M-V with the def2-TZVPD basis set
C -0.64565 1.02799 -1.17642
N -0.00053 0.73253 0.13687
C -0.96018 0.31238 1.22054
O -1.27660 -1.02361 1.08872
H -1.11386 0.12053 -1.54663
H 0.12966 1.29432 -1.88983
H -1.37600 1.81745 -1.05019
H 0.50489 1.57109 0.43526
H -0.45812 0.45860 2.17266
H -1.84038 0.95305 1.17719
H -1.95301 -1.13387 0.40762
N 1.88916 -1.29810 -0.19660
H 1.37675 -2.14979 -0.40792
H 0.72494 -0.04538 0.01345
H 2.49149 -1.51401 0.59727
H 2.50744 -1.12316 -0.98199
```

Atom-resolved charges from Mulliken, all expressed in e: -0.89 -0.06 -0.40 -0.48 0.37 0.34 0.38 0.40 0.36 0.38 0.35 -0.96 0.27 0.41 0.27 0.28



(2)
ORCA calculation (ωB97M-V with the def2-TZVPD basis set) on C28H29N3NiOPS as an isolated structure.

Orbital gap (alpha / beta): 7.51 / 7.58 eV
Spin multiplicity: 3
Total energy: -97185.475 eV
Net charge: +1
⟨S²⟩: 2.01

The geometry in XYZ format:
```
64
C28H29N3NiOPS, DFT ωB97M-V with the def2-TZVPD basis set
Ni -0.77060 -0.25829 -0.37789
C -0.89467 -4.30836 1.84799
C -0.44230 -3.66109 0.71116
C -0.16975 -2.30113 0.75212
C -0.30598 -1.58022 1.94366
C -0.77700 -2.24141 3.07761
C -1.06566 -3.59531 3.02722
P -0.13746 0.25257 1.93814
C 0.40124 0.56298 3.65888
C 1.52367 -0.12405 4.12860
C 1.97281 0.08132 5.42101
C 1.29864 0.96320 6.25810
C 0.17923 1.63779 5.80020
C -0.26905 1.44211 4.49926
C 1.35671 0.60347 0.92533
C 2.50191 1.27156 1.35955
C 3.48317 1.59149 0.43113
C 3.32192 1.24950 -0.90411
C 2.16292 0.61389 -1.33998
C 1.15339 0.32278 -0.43763
H -1.10690 -5.36864 1.82060
H -0.29242 -4.21293 -0.20821
H 0.23486 -1.80823 -0.14661
H -0.91366 -1.70092 4.00530
H -1.42949 -4.10058 3.91222
H 2.03664 -0.81812 3.47455
H 2.84747 -0.44951 5.77369
H 1.64793 1.11344 7.27111
H -0.34845 2.31246 6.46166
H -1.15125 1.96695 4.15109
H 2.63128 1.54142 2.40005
H 4.38199 2.10155 0.75569
H 4.09664 1.49147 -1.62258
H 2.05512 0.37575 -2.39056
O -1.73264 -1.34990 -1.77107
C -1.41868 -1.93884 -2.80472
C -2.35963 -2.88369 -3.49333
C -2.43437 -2.48441 -4.98315
C -2.42664 -0.95540 -5.22604
C -1.03872 -0.28921 -5.32874
C -0.23400 -0.27596 -4.02420
N -0.25619 -1.64382 -3.46245
H -3.33215 -2.78239 -3.01411
H -2.03676 -3.92120 -3.37815
H -3.35629 -2.90181 -5.38779
H -1.61595 -2.94198 -5.54502
H -3.01911 -0.45892 -4.44955
H -2.93256 -0.76871 -6.17357
H -1.16286 0.73674 -5.68101
H -0.45757 -0.81937 -6.09089
H -0.66516 0.39881 -3.28425
H 0.79403 0.03105 -4.20926
H -0.04446 -2.31434 -4.18917
S -1.89060 1.74962 -0.77931
C -0.74117 2.89233 -0.28267
N -0.88988 3.44007 0.96217
C -0.03742 4.36146 1.45472
C 1.00850 4.77158 0.68981
C 1.10548 4.20750 -0.59560
N 0.26188 3.31188 -1.05781
H -1.68073 3.11453 1.50138
H -0.23419 4.73609 2.44917
H 1.72021 5.49768 1.04923
H 1.89475 4.51371 -1.27299
```

Atom-resolved charges from Mulliken, all expressed in e: 0.30 -0.64 -0.66 0.12 0.94 -0.90 -0.63 0.41 0.48 -0.21 -0.83 -0.48 -0.71 -0.21 0.91 -0.47 -0.92 -0.73 0.11 0.02 0.40 0.52 -0.36 0.41 0.41 0.48 0.42 0.41 0.43 0.44 0.47 0.42 0.44 0.16 -0.83 0.39 -0.66 -0.83 -0.61 -0.84 -0.45 -0.15 0.36 0.34 0.40 0.37 0.30 0.41 0.44 0.35 0.16 0.26 0.42 -0.56 0.30 0.04 -0.11 -0.62 -0.10 -0.38 0.32 0.44 0.45 0.42



(3)
ORCA calculation (ωB97M-V with the def2-TZVPD basis set) on a 2-piece molecular cluster, C8H14NP overall.

Orbital gap: 9.91 eV
Total energy: -19297.566 eV
SMILES: [H]/N=C(\CC)CCC=C.C#P

The geometry in XYZ format:
```
24
C8H14NP, DFT ωB97M-V with the def2-TZVPD basis set
C -2.41484 -0.29873 1.87455
C -1.92025 1.19399 -3.63301
C -1.56845 0.38578 1.09337
C 1.40694 0.25943 0.30319
C 1.49518 -1.50514 -1.52358
C -0.46314 1.32548 1.61350
C 1.24204 -1.16520 -0.06320
C 0.84939 0.49446 1.72285
N 2.05510 1.06363 -0.39814
P -0.60160 1.67176 -3.01186
H -3.25813 -0.79351 1.32249
H -2.60125 -0.57459 2.90087
H -2.87167 0.82391 -3.81825
H 2.52593 0.70455 -1.18885
H -1.57740 0.26166 0.01603
H 2.13413 -0.84387 -2.10913
H 0.51732 -1.45155 -2.00501
H 1.77319 -2.50729 -1.68744
H -0.31781 2.02855 0.84935
H -0.81383 1.63711 2.55604
H 0.35040 -1.61327 0.19938
H 2.01861 -1.70671 0.43846
H 0.46168 -0.33599 2.25931
H 1.57845 0.94554 2.28907
```

Atom-resolved charges from Mulliken, all expressed in e: -0.79 -0.08 -0.05 0.45 -1.28 -0.84 -0.35 -0.98 -0.74 -0.30 0.22 0.31 0.42 0.29 0.28 0.27 0.25 0.38 0.39 0.47 0.46 0.25 0.39 0.58



(4)
ORCA calculation (ωB97M-V with the def2-TZVPD basis set) on a 7-piece molecular cluster, C57H53BrN3O14 overall.

Orbital gap: 7.19 eV
Total energy: -163132.209 eV
Net charge: +1

The geometry in XYZ format:
```
128
C57H53BrN3O14, DFT ωB97M-V with the def2-TZVPD basis set
C 2.58681 0.48916 4.68094
N 1.66671 1.55695 5.08673
C 1.05608 2.16105 3.90386
C 0.67844 1.09791 6.00899
O 0.66628 1.45950 7.13723
C -0.43330 0.15596 5.50653
C -0.01373 -1.28447 5.51017
C 0.76581 -1.72619 6.56992
C 1.15279 -3.03913 6.66868
C 0.75403 -3.92333 5.67858
Br 1.31732 -5.71099 5.89066
C -0.01482 -3.47583 4.60566
C -0.39126 -4.43750 3.50726
O -1.79698 -4.53350 3.25962
C -2.04255 -4.87603 1.92722
C -1.54515 -6.06867 1.41301
C -1.75880 -6.41424 0.08423
C -2.48297 -5.57495 -0.76185
C -3.01043 -4.40494 -0.23264
C -2.79301 -4.05487 1.09818
N -0.39757 -2.16947 4.55716
C -1.28781 -1.69894 3.47108
C -2.76721 -1.75680 3.91641
C -3.38392 -0.41889 4.35561
C -4.91846 -0.43179 4.30645
C -5.42782 0.98338 3.99997
N -6.88745 1.08220 4.00838
H 2.73977 -0.24052 5.46826
H 3.55956 0.94051 4.49321
H 2.29016 0.00420 3.74466
H 0.55739 1.44138 3.24691
H 1.84686 2.59341 3.30105
H 0.37908 2.97249 4.15461
H -0.73686 0.53510 4.54011
H -1.25578 0.28621 6.20099
H 1.05588 -1.04507 7.35213
H 1.76099 -3.36931 7.49441
H 0.08672 -4.09404 2.58465
H 0.00452 -5.41976 3.71330
H -0.96561 -6.74382 2.02625
H -1.36188 -7.33724 -0.31098
H -2.63302 -5.83454 -1.79547
H -3.60322 -3.75405 -0.85175
H -3.23837 -3.13701 1.44364
H -0.98503 -0.71443 3.14351
H -1.17106 -2.35065 2.61441
H -2.83196 -2.43622 4.76218
H -3.39421 -2.18672 3.14846
H -2.98110 0.44050 3.82048
H -3.13614 -0.27935 5.40616
H -5.31198 -0.78228 5.25792
H -5.28536 -1.11918 3.54133
H -5.00670 1.64480 4.75035
H -5.04530 1.23800 3.01341
H -7.31437 0.21580 3.71526
H -7.20042 1.31869 4.93889
C 3.83631 0.54977 0.52757
C 4.91149 0.41575 -0.24299
C 5.11502 1.28173 -1.43353
O 6.09149 1.15558 -2.13860
C 4.07372 2.29800 -1.72920
C 2.99895 2.42884 -0.95648
C 2.79724 1.56681 0.23133
O 1.81496 1.68892 0.93820
H 3.66818 -0.07019 1.39949
H 5.68182 -0.31911 -0.04629
H 4.23624 2.91445 -2.60430
H 2.22690 3.16058 -1.15605
C 8.96614 1.53274 -6.89011
C 7.95382 2.34572 -7.17942
C 7.08593 2.89637 -6.11212
O 6.15599 3.63618 -6.36489
C 7.38048 2.50933 -4.71418
C 8.38880 1.69437 -4.42055
C 9.26506 1.14373 -5.48669
O 10.18502 0.40090 -5.22228
H 9.61294 1.12086 -7.65496
H 7.72285 2.64066 -8.19484
H 6.72520 2.91732 -3.95769
H 8.61440 1.39311 -3.40611
C 0.56269 3.69885 -6.58187
C 0.32581 4.55760 -7.56958
C 1.37498 5.49918 -8.04081
O 1.15647 6.28208 -8.93857
C 2.69697 5.44216 -7.36823
C 2.93314 4.58175 -6.38157
C 1.88527 3.64435 -5.91139
O 2.10000 2.86123 -5.00707
H -0.18724 3.00577 -6.22209
H -0.63061 4.61481 -8.07344
H 3.44819 6.13411 -7.72672
H 3.89129 4.51936 -5.88085
C -7.31875 4.73141 5.48478
C -6.27615 4.31767 4.76942
C -4.90449 4.80673 5.05436
O -3.95252 4.42095 4.40529
C -4.73736 5.77620 6.16466
C -5.77947 6.19289 6.87912
C -7.15368 5.70234 6.59714
O -8.10123 6.07738 7.25003
H -8.32733 4.38639 5.29419
H -6.37649 3.61072 3.95478
H -3.72820 6.11900 6.35505
H -5.68092 6.89989 7.69288
C -6.50363 -6.76360 2.33726
C -5.87216 -6.03241 1.42284
C -6.62252 -5.30738 0.36588
O -6.05081 -4.63932 -0.47198
C -8.10088 -5.43185 0.36718
C -8.73263 -6.16293 1.28190
C -7.98419 -6.88587 2.34132
O -8.55593 -7.54927 3.17676
H -5.97741 -7.30156 3.11576
H -4.79441 -5.93372 1.40294
H -8.62694 -4.89668 -0.41306
H -9.80994 -6.26657 1.30056
C 5.64927 -0.36031 -10.60263
C 6.75767 0.21374 -10.14386
C 7.42800 1.30309 -10.89671
O 8.43904 1.82720 -10.47636
C 6.81638 1.72863 -12.17924
C 5.70755 1.15493 -12.63876
C 5.03503 0.06546 -11.88647
O 4.02402 -0.45635 -12.30119
H 5.14403 -1.15659 -10.07108
H 7.22098 -0.08093 -9.21042
H 7.32211 2.52492 -12.71019
H 5.24452 1.44965 -13.57168
```

Results of the Mulliken charge analysis, in e, for atoms 1 through 99: -0.94 0.08 -1.05 -0.23 -0.48 -0.22 0.91 -0.99 -0.72 0.19 -0.17 1.00 -1.56 -0.39 0.81 -0.28 -0.72 -0.59 -0.79 0.12 0.45 -1.25 0.11 -0.52 -0.78 -0.59 -0.57 0.38 0.34 0.28 0.40 0.35 0.39 0.17 0.38 0.58 0.52 0.46 0.41 0.37 0.43 0.43 0.36 0.14 0.63 0.58 0.29 -0.14 0.50 0.03 0.25 0.50 0.34 0.31 0.25 0.25 -0.23 -0.54 0.24 -0.43 -0.19 -0.42 0.40 -0.50 0.37 0.45 0.39 0.44 -0.40 -0.36 0.30 -0.51 -0.21 -0.42 0.29 -0.55 0.52 0.49 0.39 0.43 -0.35 -0.40 0.34 -0.54 -0.44 -0.12 0.44 -0.55 0.41 0.41 0.44 0.38 -0.39 -0.27 0.35 -0.57 -0.43 -0.38 0.33



(5)
ORCA calculation (ωB97M-V with the def2-TZVPD basis set) on C27H36NW as an isolated structure.

Orbital gap (alpha / beta): 5.57 / 6.31 eV
Spin multiplicity: 3
Total energy: -31884.959 eV
Net charge: +1
⟨S²⟩: 2.14

The geometry in XYZ format:
```
65
C27H36NW, DFT ωB97M-V with the def2-TZVPD basis set
C 1.40928 -1.81223 0.50791
C 1.98392 -1.20037 -0.66336
C 1.03115 -1.36300 -1.76098
C -0.10692 -2.08391 -1.23789
C 0.09849 -2.29864 0.16949
W 0.18250 -0.11485 -0.24463
C -3.60815 1.20893 -1.33985
C -2.82114 0.86339 -0.19546
H -2.56914 1.66876 0.54190
C -2.15586 -0.40541 0.03851
H -2.45204 -1.21074 -0.63233
H -2.12821 -0.74870 1.06963
C -3.50445 2.76176 -1.52431
H -2.76114 3.16229 -0.82156
H -3.07384 2.98275 -2.51082
H -4.38050 3.43033 -1.43415
C -3.04354 0.53300 -2.60061
H -2.04545 0.13574 -2.35050
H -3.57795 -0.28536 -3.10733
H -2.82522 1.26687 -3.38558
C 3.36052 -0.67069 -0.71988
H 3.57451 -0.09524 0.19171
H 4.11037 -1.48024 -0.75502
H 3.51273 -0.01522 -1.58097
C 1.21941 -0.98554 -3.17669
H 1.75196 -0.03630 -3.26141
H 1.77418 -1.75212 -3.74592
H 0.25301 -0.87849 -3.68551
C -1.18901 -2.69406 -2.06166
H -1.33723 -2.16258 -3.01207
H -0.97113 -3.74879 -2.31035
H -2.15213 -2.71586 -1.53973
C -0.76165 -3.10579 1.07941
H -1.80240 -3.15821 0.73018
H -0.40305 -4.14652 1.19875
H -0.77878 -2.65642 2.08378
C 2.14322 -2.11037 1.76257
H 1.45190 -2.29559 2.59524
H 2.77575 -3.01066 1.65033
H 2.80058 -1.27821 2.05268
C 1.34789 1.97996 -1.13783
C 0.42504 3.12731 -1.65690
C 2.60925 2.26352 -1.72008
C 0.33766 2.93317 -3.09311
H -0.51013 3.59468 -1.29420
C 2.72637 2.83157 -3.02348
H 3.53678 1.99860 -1.22438
C 1.57909 3.03391 -3.77824
H -0.59982 2.82050 -3.71866
H 3.71024 3.07916 -3.40883
H 1.60439 3.28749 -4.84589
N 0.27071 0.93174 1.67558
C 0.22188 0.31202 3.00619
C 1.33596 0.40315 3.84041
C 1.38143 -0.38255 4.98917
C 0.30609 -1.22751 5.31068
C -0.84734 -1.23236 4.50797
C -0.91251 -0.40479 3.38373
H 1.14395 1.45564 1.54087
H -0.49677 1.60383 1.59582
H 2.16370 1.07464 3.56528
H 2.26158 -0.34255 5.64341
H 0.35612 -1.86032 6.19015
H -1.70095 -1.86797 4.76864
H -1.84098 -0.31409 2.81206
```

Atom-resolved charges from Mulliken, all expressed in e: 0.14 0.89 0.49 0.78 0.83 0.60 0.71 -0.87 0.35 -1.35 0.43 0.54 -1.01 0.14 0.24 0.36 -0.81 -0.07 0.29 0.35 -1.74 0.40 0.33 0.50 -1.32 0.20 0.32 0.30 -1.33 0.29 0.34 0.41 -1.29 0.33 0.28 0.28 -1.36 0.32 0.32 0.37 0.41 -0.68 -1.02 -0.09 0.29 -0.49 0.62 -0.54 0.28 0.42 0.41 -0.37 0.37 -0.70 -0.49 -0.65 -0.49 -0.24 0.38 0.40 0.44 0.40 0.40 0.44 0.52



(6)
ORCA calculation (ωB97M-V with the def2-TZVPD basis set) on a single C3H5N3S2 molecule.

Orbital gap: 7.61 eV
Total energy: -29330.095 eV
SMILES: N/C=N\N=C/C(=S)S

The geometry in XYZ format:
```
13
C3H5N3S2, DFT ωB97M-V with the def2-TZVPD basis set
C -2.74723 0.48688 -0.13055
C 0.18317 -1.23365 -0.15612
C 1.30825 -0.18070 0.01225
H -3.62284 -1.43136 0.66030
H -4.68614 -0.05034 -0.16245
H -3.07216 1.51188 -0.36552
H 0.47232 -2.31444 -0.30433
H 2.09744 1.79534 0.28620
N -3.77091 -0.42661 0.30639
N -1.48704 0.26061 -0.26865
N -1.07500 -1.03450 -0.03861
S 0.83359 1.52218 0.04635
S 2.95872 -0.61860 0.04980
```

Atom-resolved charges from Mulliken, all expressed in e: -0.06 -0.21 0.24 0.28 0.26 0.30 0.33 0.13 -0.41 -0.21 -0.37 -0.06 -0.22



- Look up the total energy of the fifth one.
  -31884.959 eV